DFT (the ωB97M-V functional and the def2-TZVPD basis) results for 14 unconnected molecules or ions with the total composition C56H151N11O20 in a non-equilibrium geometry.

Frontier orbital gap = 0.328 Ha
2S+1 = 1
Lowest unoccupied orbital energy = 0.22 eV
Maximum force = 0.0687 Eh/bohr

Each atom is followed by the atoms it is bonded to, with distances in Å.
Geometry (Å):
1 C -2.72 0.41 2.29  O2 1.400, H10 1.090, H11 1.090, H12 1.090
2 O -1.60 -0.04 3.00  C1 1.400, C3 1.390
3 C -0.98 -1.09 2.33  O2 1.390, C4 1.511, H13 1.090, H14 1.090
4 C 0.43 -1.43 2.76  C3 1.511, N5 1.506, H15 1.090, H16 1.090
5 N 0.97 -2.74 2.25  C4 1.506, C6 1.412, H17 1.010
6 C 1.22 -2.71 0.87  N5 1.412, C7 1.558, H18 1.090, H19 1.090
7 C 1.83 -4.05 0.36  C6 1.558, O8 1.417, H20 1.090, H21 1.090
8 O 3.17 -4.22 0.79  C7 1.417, C9 1.447
9 C 3.71 -5.53 0.49  O8 1.447, H22 1.090, H23 1.090, H24 1.090
10 H -3.45 -0.39 2.23  C1 1.090
11 H -2.45 0.78 1.30  C1 1.090
12 H -3.15 1.24 2.86  C1 1.090
13 H -0.87 -0.78 1.29  C3 1.090
14 H -1.70 -1.90 2.33  C3 1.090
15 H 0.44 -1.69 3.82  C4 1.090
16 H 1.05 -0.58 2.46  C4 1.090
17 H 0.35 -3.51 2.49  N5 1.010
18 H 1.78 -1.84 0.51  C6 1.090
19 H 0.31 -2.43 0.34  C6 1.090
20 H 1.62 -4.04 -0.71  C7 1.090
21 H 1.17 -4.90 0.51  C7 1.090
22 H 3.57 -5.93 -0.51  C9 1.090
23 H 3.20 -6.25 1.13  C9 1.090
24 H 4.76 -5.65 0.78  C9 1.090
25 C 5.24 1.58 -10.51  O26 1.435, H34 1.090, H35 1.090, H36 1.090
26 O 4.21 2.50 -10.13  C25 1.435, C27 1.405
27 C 4.76 3.45 -9.26  O26 1.405, C28 1.530, H37 1.090, H38 1.090
28 C 3.88 4.69 -9.09  C27 1.530, N29 1.468, H39 1.090, H40 1.090
29 N 4.18 5.38 -7.83  C28 1.468, C30 1.412, H41 1.010
30 C 3.41 6.54 -7.61  N29 1.412, C31 1.536, H42 1.090, H43 1.090
31 C 1.99 6.17 -7.17  C30 1.536, O32 1.416, H44 1.090, H45 1.090
32 O 2.06 5.34 -6.02  C31 1.416, C33 1.410
33 C 0.92 4.61 -5.66  O32 1.410, H46 1.090, H47 1.090, H48 1.090
34 H 5.61 0.96 -9.69  C25 1.090
35 H 6.01 2.17 -11.00  C25 1.090
36 H 4.94 0.93 -11.33  C25 1.090
37 H 5.75 3.81 -9.55  C27 1.090
38 H 4.97 2.99 -8.29  C27 1.090
39 H 2.82 4.44 -9.18  C28 1.090
40 H 4.17 5.41 -9.85  C28 1.090
41 H 3.95 4.79 -7.04  N29 1.010
42 H 3.34 7.14 -8.52  C30 1.090
43 H 3.89 7.25 -6.94  C30 1.090
44 H 1.37 5.67 -7.92  C31 1.090
45 H 1.42 7.03 -6.81  C31 1.090
46 H 1.08 4.22 -4.66  C33 1.090
47 H 0.70 3.79 -6.35  C33 1.090
48 H 0.02 5.23 -5.69  C33 1.090
49 C -1.04 -6.14 8.40  O50 1.439, H58 1.090, H59 1.090, H60 1.090
50 O -1.66 -6.74 7.25  C49 1.439, C51 1.426
51 C -0.75 -6.81 6.15  O50 1.426, C52 1.499, H61 1.090, H62 1.090
52 C -1.43 -7.58 5.07  C51 1.499, N53 1.449, H63 1.090, H64 1.090
53 N -2.38 -6.76 4.34  C52 1.449, C54 1.478, H65 1.010
54 C -3.14 -7.55 3.35  N53 1.478, C55 1.547, H66 1.090, H67 1.090
55 C -3.96 -6.67 2.38  C54 1.547, O56 1.473, H68 1.090, H69 1.090
56 O -5.17 -7.30 1.84  C55 1.473, C57 1.451
57 C -5.02 -8.50 1.04  O56 1.451, H70 1.090, H71 1.090, H72 1.090
58 H -0.58 -6.92 9.01  C49 1.090
59 H -1.85 -5.88 9.08  C49 1.090
60 H -0.49 -5.20 8.33  C49 1.090
61 H 0.10 -7.44 6.43  C51 1.090
62 H -0.45 -5.80 5.85  C51 1.090
63 H -1.84 -8.52 5.44  C52 1.090
64 H -0.60 -7.86 4.42  C52 1.090
65 H -2.94 -6.27 5.03  N53 1.010
66 H -3.82 -8.23 3.87  C54 1.090
67 H -2.40 -8.14 2.81  C54 1.090
68 H -3.34 -6.24 1.60  C55 1.090
69 H -4.31 -5.84 3.00  C55 1.090
70 H -5.97 -9.03 0.92  C57 1.090
71 H -4.38 -9.23 1.53  C57 1.090
72 H -4.73 -8.32 0.00  C57 1.090
73 C 9.15 -2.93 -3.50  C74 1.499, O76 1.365, H77 1.090, H78 1.090
74 C 10.49 -2.84 -2.85  C73 1.499, O75 1.394, H79 1.090, H80 1.090
75 O 11.54 -3.29 -3.65  C74 1.394, H81 0.960
76 O 8.04 -2.55 -2.80  C73 1.365, H82 0.960
77 H 9.02 -3.97 -3.79  C73 1.090
78 H 9.14 -2.39 -4.45  C73 1.090
79 H 10.52 -3.27 -1.85  C74 1.090
80 H 10.61 -1.78 -2.60  C74 1.090
81 H 11.70 -2.62 -4.31  O75 0.960
82 H 7.68 -3.29 -2.30  O76 0.960
83 C 1.01 -12.10 -3.36  C84 1.500, O86 1.443, H87 1.090, H88 1.090
84 C 1.88 -13.13 -4.03  C83 1.500, O85 1.390, H89 1.090, H90 1.090
85 O 2.93 -12.46 -4.65  C84 1.390, H91 0.960
86 O -0.15 -12.72 -2.77  C83 1.443, H92 0.960
87 H 0.64 -11.49 -4.17  C83 1.090
88 H 1.51 -11.51 -2.59  C83 1.090
89 H 1.34 -13.74 -4.75  C84 1.090
90 H 2.24 -13.87 -3.32  C84 1.090
91 H 2.62 -11.87 -5.34  O85 0.960
92 H 0.07 -13.28 -2.03  O86 0.960
93 C 8.38 5.15 -3.08  C94 1.489, O96 1.460, H97 1.090, H98 1.090
94 C 8.15 3.69 -2.87  C93 1.489, O95 1.411, H99 1.090, H100 1.090
95 O 6.98 3.16 -3.45  C94 1.411, H101 0.960
96 O 8.71 5.40 -4.48  C93 1.460, H102 0.960
97 H 9.25 5.42 -2.48  C93 1.090
98 H 7.53 5.77 -2.79  C93 1.090
99 H 8.09 3.42 -1.82  C94 1.090
100 H 9.06 3.19 -3.19  C94 1.090
101 H 6.98 2.20 -3.36  O95 0.960
102 H 7.85 5.46 -4.90  O96 0.960
103 C -4.63 10.55 0.14  C104 1.531, H109 1.090, H110 1.090, H111 1.090
104 C -5.57 11.75 0.20  C103 1.531, C105 1.526, N108 1.509, H112 1.090
105 C -5.02 13.15 -0.07  C104 1.526, O106 1.428, H113 1.090, H114 1.090
106 O -3.81 13.43 0.64  C105 1.428, C107 1.415
107 C -3.92 13.61 2.04  O106 1.415, H115 1.090, H116 1.090, H117 1.090
108 N -6.78 11.48 -0.66  C104 1.509, H118 1.010, H119 1.010
109 H -3.97 10.57 1.00  C103 1.090
110 H -4.09 10.53 -0.81  C103 1.090
111 H -5.23 9.65 0.29  C103 1.090
112 H -5.96 11.73 1.22  C104 1.090
113 H -5.80 13.88 0.13  C105 1.090
114 H -4.81 13.30 -1.13  C105 1.090
115 H -3.08 14.10 2.53  C107 1.090
116 H -4.10 12.68 2.56  C107 1.090
117 H -4.76 14.27 2.27  C107 1.090
118 H -6.48 11.21 -1.59  N108 1.010
119 H -7.22 12.37 -0.81  N108 1.010
120 C -7.79 -1.07 -2.31  C121 1.485, H126 1.090, H127 1.090, H128 1.090
121 C -9.05 -0.29 -2.24  C120 1.485, C122 1.534, N125 1.443, H129 1.090
122 C -9.87 -0.74 -1.02  C121 1.534, O123 1.424, H130 1.090, H131 1.090
123 O -11.09 -0.01 -1.00  C122 1.424, C124 1.466
124 C -12.11 -0.56 -1.89  O123 1.466, H132 1.090, H133 1.090, H134 1.090
125 N -8.80 1.13 -2.31  C121 1.443, H135 1.010, H136 1.010
126 H -7.96 -2.01 -2.83  C120 1.090
127 H -7.28 -1.24 -1.35  C120 1.090
128 H -7.01 -0.65 -2.95  C120 1.090
129 H -9.49 -0.62 -3.18  C121 1.090
130 H -9.22 -0.54 -0.17  C122 1.090
131 H -10.08 -1.80 -1.13  C122 1.090
132 H -11.85 -0.42 -2.94  C124 1.090
133 H -13.01 0.06 -1.81  C124 1.090
134 H -12.42 -1.59 -1.78  C124 1.090
135 H -8.22 1.44 -1.55  N125 1.010
136 H -9.69 1.62 -2.24  N125 1.010
137 C 3.24 6.71 2.61  C138 1.544, H143 1.090, H144 1.090, H145 1.090
138 C 1.97 7.49 2.20  C137 1.544, C139 1.525, N142 1.386, H146 1.090
139 C 1.63 8.55 3.24  C138 1.525, O140 1.408, H147 1.090, H148 1.090
140 O 0.82 7.91 4.20  C139 1.408, C141 1.442
141 C -0.19 8.72 4.83  O140 1.442, H149 1.090, H150 1.090, H151 1.090
142 N 2.30 8.10 1.00  C138 1.386, H152 1.010, H153 1.010
143 H 3.09 6.34 3.62  C137 1.090
144 H 4.07 7.42 2.53  C137 1.090
145 H 3.50 5.83 2.03  C137 1.090
146 H 1.09 6.85 2.14  C138 1.090
147 H 1.14 9.37 2.71  C139 1.090
148 H 2.51 8.95 3.74  C139 1.090
149 H -1.10 8.61 4.24  C141 1.090
150 H 0.16 9.75 4.91  C141 1.090
151 H -0.47 8.35 5.81  C141 1.090
152 H 1.76 8.93 0.79  N142 1.010
153 H 2.22 7.52 0.17  N142 1.010
154 C -6.26 3.88 9.79  C155 1.517, H160 1.090, H161 1.090, H162 1.090
155 C -4.81 4.33 9.87  C154 1.517, C156 1.558, N159 1.449, H163 1.090
156 C -4.43 4.94 11.26  C155 1.558, O157 1.431, H164 1.090, H165 1.090
157 O -5.21 6.12 11.47  C156 1.431, C158 1.414
158 C -4.80 6.75 12.66  O157 1.414, H166 1.090, H167 1.090, H168 1.090
159 N -4.06 3.12 9.60  C155 1.449, H169 1.010, H170 1.010
160 H -6.98 4.69 9.82  C154 1.090
161 H -6.64 3.12 10.47  C154 1.090
162 H -6.55 3.35 8.88  C154 1.090
163 H -4.52 5.12 9.18  C155 1.090
164 H -3.36 5.13 11.21  C156 1.090
165 H -4.70 4.17 11.98  C156 1.090
166 H -4.72 6.02 13.46  C158 1.090
167 H -5.57 7.38 13.10  C158 1.090
168 H -3.90 7.33 12.46  C158 1.090
169 H -4.06 3.04 8.59  N159 1.010
170 H -3.08 3.18 9.84  N159 1.010
171 C 11.32 -14.54 -3.27  C172 1.532, H177 1.090, H178 1.090, H179 1.090
172 C 10.42 -13.36 -3.65  C171 1.532, C173 1.608, N176 1.400, H180 1.090
173 C 11.18 -12.00 -4.03  C172 1.608, O174 1.430, H181 1.090, H182 1.090
174 O 12.30 -11.77 -3.17  C173 1.430, C175 1.390
175 C 12.83 -10.49 -3.27  O174 1.390, H183 1.090, H184 1.090, H185 1.090
176 N 9.59 -13.78 -4.70  C172 1.400, H186 1.010, H187 1.010
177 H 11.88 -14.87 -4.15  C171 1.090
178 H 10.86 -15.48 -2.96  C171 1.090
179 H 12.01 -14.21 -2.50  C171 1.090
180 H 9.76 -13.16 -2.82  C172 1.090
181 H 10.42 -11.22 -3.95  C173 1.090
182 H 11.64 -12.09 -5.02  C173 1.090
183 H 13.31 -10.32 -4.23  C175 1.090
184 H 13.67 -10.32 -2.59  C175 1.090
185 H 12.06 -9.77 -2.99  C175 1.090
186 H 8.77 -13.20 -4.64  N176 1.010
187 H 9.15 -14.65 -4.43  N176 1.010
188 C -11.94 7.22 4.79  C189 1.571, H194 1.090, H195 1.090, H196 1.090
189 C -12.89 6.10 4.24  C188 1.571, C190 1.537, N193 1.488, H197 1.090
190 C -14.27 6.45 3.69  C189 1.537, O191 1.474, H198 1.090, H199 1.090
191 O -15.20 6.86 4.76  C190 1.474, C192 1.421
192 C -16.55 6.68 4.36  O191 1.421, H200 1.090, H201 1.090, H202 1.090
193 N -12.03 5.39 3.24  C189 1.488, H203 1.010, H204 1.010
194 H -11.04 6.84 5.27  C188 1.090
195 H -12.47 7.89 5.47  C188 1.090
196 H -11.64 7.85 3.95  C188 1.090
197 H -13.04 5.44 5.09  C189 1.090
198 H -14.62 5.55 3.16  C190 1.090
199 H -14.26 7.25 2.95  C190 1.090
200 H -16.88 7.32 3.54  C192 1.090
201 H -17.29 6.67 5.16  C192 1.090
202 H -16.58 5.71 3.86  C192 1.090
203 H -12.67 4.77 2.77  N193 1.010
204 H -11.79 6.00 2.47  N193 1.010
205 C 8.86 -2.94 5.21  C206 1.511, H211 1.090, H212 1.090, H213 1.090
206 C 7.55 -2.20 5.20  C205 1.511, C207 1.526, N210 1.434, H214 1.090
207 C 7.48 -1.09 4.15  C206 1.526, O208 1.447, H215 1.090, H216 1.090
208 O 8.67 -0.29 4.24  C207 1.447, C209 1.373
209 C 8.76 0.55 5.32  O208 1.373, H217 1.090, H218 1.090, H219 1.090
210 N 6.55 -3.21 5.03  C206 1.434, H220 1.010, H221 1.010
211 H 8.67 -3.74 5.93  C205 1.090
212 H 9.69 -2.32 5.56  C205 1.090
213 H 9.14 -3.25 4.20  C205 1.090
214 H 7.41 -1.71 6.17  C206 1.090
215 H 6.60 -0.46 4.34  C207 1.090
216 H 7.34 -1.49 3.15  C207 1.090
217 H 7.91 1.24 5.33  C209 1.090
218 H 9.71 1.07 5.30  C209 1.090
219 H 8.73 0.10 6.31  C209 1.090
220 H 6.53 -3.50 4.07  N210 1.010
221 H 5.60 -2.89 5.17  N210 1.010
222 C -0.56 -2.88 -10.38  C223 1.516, H228 1.090, H229 1.090, H230 1.090
223 C -0.65 -2.26 -9.00  C222 1.516, C224 1.567, N227 1.475, H231 1.090
224 C 0.29 -2.80 -7.87  C223 1.567, O225 1.447, H232 1.090, H233 1.090
225 O 0.03 -4.16 -7.43  C224 1.447, C226 1.431
226 C -1.29 -4.41 -6.94  O225 1.431, H234 1.090, H235 1.090, H236 1.090
227 N -0.47 -0.80 -9.16  C223 1.475, H237 1.010, H238 1.010
228 H -0.52 -3.96 -10.23  C222 1.090
229 H 0.40 -2.62 -10.83  C222 1.090
230 H -1.44 -2.66 -10.98  C222 1.090
231 H -1.64 -2.26 -8.55  C223 1.090
232 H 0.30 -2.21 -6.95  C224 1.090
233 H 1.30 -2.70 -8.26  C224 1.090
234 H -1.25 -5.47 -6.69  C226 1.090
235 H -2.05 -4.21 -7.69  C226 1.090
236 H -1.42 -3.79 -6.05  C226 1.090
237 H 0.53 -0.66 -9.24  N227 1.010
238 H -0.82 -0.47 -10.05  N227 1.010